Entry 1:
C6H6 | the ωB97M-V functional and the def2-TZVPD basis

Structure (XYZ):
```
12
Properties=species:S:1:pos:R:3:forces:R:3
C -0.41843 -1.13366 0.54327 0.14 0.00 -3.44
C 0.32476 -0.84134 -0.72677 0.59 2.19 2.30
C -0.03587 0.27809 -1.69890 -2.29 -0.17 -0.39
C 0.78565 0.75311 -0.55481 1.93 -2.58 1.89
C -0.31264 -0.11739 1.42576 -0.74 2.32 1.73
C 0.29361 1.02592 0.84319 -1.52 -1.53 -3.53
H -0.10597 2.00306 1.07495 0.58 0.33 0.72
H 1.78659 1.07651 -0.80610 0.13 0.12 0.02
H -0.91696 0.15241 2.30409 0.07 -1.10 -0.18
H -1.13167 0.38518 -1.70834 0.25 0.38 -0.04
H -1.19087 -1.89520 0.35567 0.53 -0.09 1.38
H 0.92180 -1.68668 -1.05201 0.34 0.14 -0.47
```
Forces are in eV/Å.

Values from the calculation:
- LUMO (eV) = -1.711
- HOMO-LUMO gap (eV) = 5.19

---

Entry 2:
C6H6 | the ωB97M-V functional and the def2-TZVPD basis

Structure (XYZ):
```
12
Properties=species:S:1:pos:R:3:forces:R:3
C 0.29208 0.54720 -0.64331 3.40 0.04 -0.99
C -2.32573 -1.41123 -0.11961 1.64 1.38 0.53
C 0.91293 0.65848 -1.72389 -0.75 -0.23 1.23
C -1.44391 -0.64373 0.18413 -1.85 -2.40 0.68
C -0.42886 0.27581 0.51988 0.42 1.41 0.59
C 1.47336 0.34540 0.68915 -0.46 0.88 -1.25
H 2.15806 -0.49053 0.63254 -0.73 -0.65 -0.09
H 1.97965 1.31804 0.66998 -0.61 0.02 0.78
H -0.83036 1.19438 0.93518 0.15 -0.11 0.56
H 1.11139 0.65368 -2.73617 0.13 0.27 -1.52
H 0.18295 -0.37386 1.96677 -0.51 0.09 -0.19
H -3.08156 -2.07362 -0.37465 -0.83 -0.70 -0.33
```
Forces are in eV/Å.

Values from the calculation:
- LUMO (spin up / spin down) (eV) = -0.303 / 0.166
- HOMO-LUMO gap (spin up / spin down) (eV) = 6.54 / 7.25

---

Entry 3:
C6H6 | the ωB97M-V functional and the def2-TZVPD basis

Structure (XYZ):
```
12
Properties=species:S:1:pos:R:3:forces:R:3
C 0.64275 -0.83516 -0.97207 1.48 0.53 2.77
C -1.06001 -0.49101 0.73792 1.01 -0.48 -0.29
C -0.78804 0.87915 0.86294 1.71 -0.59 0.79
C 0.35020 1.34268 0.20228 -1.85 0.19 -0.95
C 1.17397 0.43108 -0.49968 -0.94 -0.62 -2.06
C -0.51332 -1.25495 -0.37311 -0.87 0.57 -0.84
H 1.33287 -1.57444 -1.36307 -0.35 0.30 -1.05
H -1.39503 -1.11629 1.56153 -0.84 0.35 -0.07
H 2.04205 0.86273 -0.98542 0.32 -0.35 0.25
H 0.43359 2.39132 -0.07770 0.68 0.12 1.13
H -1.09447 -2.05860 -0.82957 0.37 -0.34 0.71
H -1.12455 1.42348 1.73595 -0.69 0.32 -0.39
```
Forces are in eV/Å.

Values from the calculation:
- total charge = +1
- 2S+1 = 2
- LUMO (spin up / spin down) (eV) = -5.483 / -8.541
- ⟨S²⟩ = 0.774
- HOMO-LUMO gap (spin up / spin down) (eV) = 9.88 / 6.78

---

Q: Which ΔE to the lowest compared entry with this formula, charge and spin values were calculated for the entries above? A: 684.0; 1195.9; 100.3, in kJ/mol.